No. 1
{
  "formula": "C32H64Br2NiO16S7",
  "method": "wB97M-V/def2-TZVPD",
  "elements": ["Ni", "O", "C", "C", "O", "H", "H", "H", "H", "C", "C", "C", "S", "O", "O", "C", "H", "H", "H", "H", "H", "H", "H", "H", "C", "C", "C", "S", "O", "O", "C", "H", "H", "H", "H", "H", "H", "H", "H", "C", "C", "C", "S", "O", "O", "C", "H", "H", "H", "H", "H", "H", "H", "H", "C", "C", "C", "S", "O", "O", "C", "H", "H", "H", "H", "H", "H", "H", "H", "C", "C", "C", "S", "O", "O", "C", "H", "H", "H", "H", "H", "H", "H", "H", "C", "C", "C", "S", "O", "O", "C", "H", "H", "H", "H", "H", "H", "H", "H", "C", "C", "C", "S", "O", "O", "C", "H", "H", "H", "H", "H", "H", "H", "H", "Br", "C", "C", "Br", "H", "H", "H", "H"],
  "positions_angstrom": [[-1.016, -1.379, -1.898], [-2.241, -0.164, -0.965], [-1.584, 0.196, 0.192], [-0.086, -0.002, 0.158], [0.353, -1.111, -0.495], [-2.046, -0.355, 1.062], [-1.785, 1.262, 0.488], [0.294, 0.046, 1.202], [0.330, 0.896, -0.371], [-1.518, 2.490, -5.129], [-1.741, 2.648, -3.633], [-0.394, 2.636, -2.969], [0.402, 1.244, -3.745], [-0.166, 0.001, -3.321], [1.820, 1.366, -3.780], [-0.311, 1.581, -5.353], [-1.323, 3.419, -5.655], [-2.410, 2.057, -5.590], [-2.363, 1.872, -3.178], [-2.235, 3.600, -3.416], [-0.377, 2.486, -1.891], [0.165, 3.554, -3.161], [-0.544, 0.659, -5.870], [0.454, 2.147, -5.876], [4.554, -2.358, 3.679], [3.013, -2.207, 3.635], [2.721, -0.990, 2.810], [3.891, 0.198, 3.476], [3.346, 0.659, 4.735], [4.351, 1.133, 2.492], [5.188, -1.011, 3.840], [4.867, -2.746, 2.705], [4.924, -3.095, 4.390], [2.621, -1.987, 4.648], [2.507, -3.123, 3.355], [1.736, -0.542, 2.810], [3.043, -1.125, 1.768], [5.598, -0.744, 4.806], [5.925, -0.808, 3.065], [-1.593, -4.072, 2.374], [-0.872, -5.120, 1.545], [-1.724, -5.362, 0.306], [-2.538, -3.828, -0.087], [-3.940, -4.074, -0.164], [-1.896, -3.147, -1.183], [-2.071, -2.998, 1.392], [-0.896, -3.587, 3.067], [-2.351, -4.487, 3.046], [-0.728, -6.039, 2.099], [0.081, -4.679, 1.247], [-2.566, -5.971, 0.654], [-1.288, -5.828, -0.566], [-2.759, -2.237, 1.735], [-1.144, -2.469, 1.108], [3.867, -2.841, -2.130], [3.301, -4.136, -1.493], [1.928, -4.444, -2.084], [1.531, -3.142, -3.231], [0.229, -2.669, -3.012], [1.912, -3.564, -4.545], [2.724, -1.987, -2.638], [4.465, -3.140, -2.996], [4.480, -2.260, -1.450], [3.156, -3.951, -0.434], [3.954, -4.994, -1.602], [1.114, -4.416, -1.346], [1.829, -5.409, -2.577], [2.219, -1.420, -1.842], [3.010, -1.322, -3.445], [3.915, 5.175, 1.358], [3.039, 3.963, 1.599], [3.033, 3.128, 0.310], [2.753, 4.419, -0.922], [1.386, 4.857, -0.915], [3.354, 4.020, -2.170], [3.680, 5.674, -0.030], [4.956, 4.912, 1.498], [3.625, 5.892, 2.124], [1.977, 4.176, 1.761], [3.413, 3.377, 2.435], [2.231, 2.403, 0.187], [4.004, 2.691, 0.087], [3.172, 6.621, -0.160], [4.636, 5.725, -0.554], [-0.234, 0.839, 4.432], [0.203, 2.126, 3.772], [0.671, 3.038, 4.858], [-0.338, 2.685, 6.292], [-1.424, 3.636, 6.403], [0.523, 2.442, 7.389], [-0.994, 1.144, 5.684], [0.645, 0.222, 4.658], [-0.817, 0.246, 3.721], [-0.681, 2.582, 3.314], [0.944, 1.897, 3.018], [0.675, 4.103, 4.687], [1.620, 2.649, 5.248], [-2.044, 1.316, 5.447], [-0.923, 0.422, 6.491], [-4.972, 0.196, -4.045], [-5.793, -0.751, -3.191], [-4.784, -1.721, -2.676], [-3.653, -2.009, -3.998], [-3.854, -3.279, -4.615], [-2.380, -1.661, -3.462], [-4.204, -0.661, -5.008], [-4.375, 0.794, -3.353], [-5.635, 0.887, -4.573], [-6.611, -1.225, -3.736], [-6.211, -0.229, -2.336], [-5.089, -2.677, -2.272], [-4.167, -1.183, -1.946], [-4.809, -1.085, -5.814], [-3.391, -0.146, -5.523], [-5.882, 2.199, -0.393], [-3.924, 2.164, -0.257], [-3.459, 2.820, 1.029], [-3.831, 1.758, 2.599], [-3.592, 2.761, -1.099], [-3.583, 1.133, -0.342], [-3.833, 3.825, 1.184], [-2.369, 2.904, 1.040]],
  "charge": 0,
  "homo_lumo_gap_ev": [7.806, 7.708],
  "e_lumo_ev": [-0.014, -0.015],
  "s2": 2.003,
  "e_above_lowest_kcal_mol": 0.0,
  "multiplicity": 3,
  "max_force_ha_per_bohr": 0.0597,
  "e_homo_ev": [-7.8, -7.7]
}

***

No. 2
{
  "formula": "C2H2S2",
  "method": "wB97M-V/def2-TZVPD",
  "elements": ["C", "C", "S", "S", "H", "H"],
  "positions_angstrom": [[-0.760, 1.373, -0.207], [0.599, -2.398, 0.142], [0.711, 1.170, -0.978], [1.785, -2.793, 1.008], [-1.597, 1.147, -0.811], [-0.738, 1.501, 0.846]],
  "charge": 0,
  "homo_lumo_gap_ev": [7.233, 8.159],
  "e_lumo_ev": [0.005, -2.113],
  "s2": 2.006,
  "e_above_lowest_kcal_mol": 0.0,
  "multiplicity": 3,
  "max_force_ha_per_bohr": 0.0238,
  "e_homo_ev": [-7.2, -10.3]
}

***

No. 3
{
  "formula": "C2H8AlO6P",
  "method": "wB97M-V/def2-TZVPD",
  "elements": ["Al", "P", "O", "O", "O", "O", "C", "O", "H", "H", "H", "H", "C", "O", "H", "H", "H", "H"],
  "positions_angstrom": [[23.564, 2.412, 6.907], [25.463, 1.615, 4.309], [25.890, 2.343, 5.580], [25.550, 0.114, 4.421], [26.130, 2.232, 3.099], [23.963, 1.930, 4.086], [26.330, 2.264, 9.582], [24.921, 2.261, 9.365], [26.610, 1.400, 10.184], [26.803, 2.173, 8.608], [26.662, 3.194, 10.042], [24.488, 2.354, 10.220], [23.006, -1.638, 6.479], [23.269, -0.283, 6.127], [22.250, -1.665, 7.263], [22.627, -2.206, 5.624], [23.890, -2.159, 6.860], [23.983, -0.333, 5.457]],
  "charge": 0,
  "homo_lumo_gap_ev": 5.415,
  "e_lumo_ev": -4.540,
  "e_above_lowest_kcal_mol": 0.0,
  "max_force_ha_per_bohr": 0.0200,
  "e_homo_ev": -10.0
}

***

No. 4
{
  "formula": "C60H47CoNP3Si",
  "method": "wB97M-V/def2-TZVPD",
  "elements": ["Co", "C", "C", "C", "C", "C", "C", "P", "C", "C", "C", "C", "C", "C", "C", "C", "C", "C", "C", "C", "Si", "C", "C", "C", "C", "C", "C", "P", "C", "C", "C", "C", "C", "C", "C", "C", "C", "C", "C", "C", "C", "C", "C", "C", "C", "C", "P", "C", "C", "C", "C", "C", "C", "C", "C", "C", "C", "C", "C", "H", "H", "H", "H", "H", "H", "H", "H", "H", "H", "H", "H", "H", "H", "H", "H", "H", "H", "H", "H", "H", "H", "H", "H", "H", "H", "H", "H", "H", "H", "H", "H", "H", "H", "H", "H", "H", "H", "H", "H", "H", "H", "N", "C", "C", "C", "C", "C", "C", "H", "H", "H", "H", "H"],
  "positions_angstrom": [[0.433, 0.027, -0.345], [4.858, 4.584, -0.792], [4.572, 3.983, -2.007], [3.431, 3.207, -2.157], [2.557, 3.022, -1.089], [2.874, 3.605, 0.141], [4.007, 4.383, 0.287], [1.007, 2.035, -1.157], [0.635, 2.009, -2.948], [-0.335, 2.787, -3.575], [-0.643, 2.575, -4.911], [0.005, 1.585, -5.636], [0.965, 0.795, -5.017], [1.268, 1.001, -3.683], [-0.061, 3.351, -0.451], [0.041, 4.688, -0.847], [-0.754, 5.651, -0.249], [-1.604, 5.296, 0.794], [-1.689, 3.971, 1.194], [-0.946, 2.975, 0.557], [-1.226, 1.087, 0.750], [-0.774, 0.896, 2.618], [-1.592, 1.305, 3.674], [-1.195, 1.175, 4.995], [0.037, 0.617, 5.301], [0.868, 0.207, 4.272], [0.473, 0.328, 2.939], [1.558, -0.165, 1.553], [3.141, 0.694, 1.940], [3.349, 1.576, 2.998], [4.591, 2.166, 3.190], [5.638, 1.906, 2.320], [5.428, 1.071, 1.231], [4.192, 0.480, 1.043], [2.143, -1.891, 1.829], [2.623, -2.527, 0.681], [3.077, -3.835, 0.723], [3.038, -4.546, 1.914], [2.548, -3.933, 3.059], [2.104, -2.620, 3.014], [-2.838, 0.986, -0.292], [-3.426, 2.104, -0.899], [-4.231, 1.990, -2.018], [-4.472, 0.746, -2.589], [-3.938, -0.384, -2.001], [-3.171, -0.286, -0.840], [-2.205, -1.678, -0.225], [-3.048, -3.191, -0.716], [-4.445, -3.279, -0.842], [-5.062, -4.505, -0.994], [-4.320, -5.684, -0.960], [-2.945, -5.615, -0.757], [-2.316, -4.391, -0.639], [-2.430, -1.788, 1.524], [-1.550, -2.610, 2.269], [-1.876, -2.972, 3.559], [-3.082, -2.571, 4.132], [-3.979, -1.798, 3.381], [-3.678, -1.436, 2.089], [5.730, 5.218, -0.688], [5.228, 4.142, -2.855], [3.198, 2.775, -3.123], [2.196, 3.466, 0.974], [4.219, 4.846, 1.242], [-0.857, 3.550, -3.013], [-1.401, 3.184, -5.389], [-0.246, 1.421, -6.676], [1.459, 0.004, -5.567], [1.990, 0.366, -3.179], [0.741, 4.966, -1.628], [-0.712, 6.679, -0.589], [-2.211, 6.051, 1.282], [-2.351, 3.693, 2.008], [-2.562, 1.737, 3.456], [-1.852, 1.501, 5.794], [0.351, 0.510, 6.333], [1.846, -0.197, 4.505], [2.542, 1.819, 3.675], [4.743, 2.841, 4.025], [6.608, 2.359, 2.479], [6.225, 0.892, 0.520], [4.023, -0.147, 0.176], [2.605, -1.997, -0.265], [3.426, -4.318, -0.182], [3.384, -5.571, 1.951], [2.521, -4.482, 3.992], [1.702, -2.169, 3.911], [-3.224, 3.094, -0.511], [-4.647, 2.880, -2.479], [-5.049, 0.667, -3.503], [-4.112, -1.355, -2.449], [-5.049, -2.381, -0.833], [-6.136, -4.551, -1.135], [-4.814, -6.642, -1.058], [-2.368, -6.531, -0.699], [-1.244, -4.333, -0.510], [-0.611, -2.910, 1.822], [-1.188, -3.578, 4.139], [-3.324, -2.843, 5.152], [-4.919, -1.487, 3.823], [-4.375, -0.849, 1.500], [-0.623, -1.755, -0.583], [-0.252, -2.162, -1.885], [0.562, -3.290, -2.058], [0.898, -3.739, -3.324], [0.403, -3.099, -4.453], [-0.388, -1.968, -4.299], [-0.702, -1.496, -3.036], [0.916, -3.813, -1.179], [1.535, -4.611, -3.424], [0.617, -3.488, -5.441], [-0.778, -1.456, -5.171], [-1.303, -0.602, -2.909]],
  "charge": -1,
  "homo_lumo_gap_ev": [3.509, 7.123],
  "e_lumo_ev": [2.525, 2.513],
  "s2": 3.801,
  "multiplicity": 4,
  "max_force_ha_per_bohr": 0.0199,
  "e_homo_ev": [-1.0, -4.6]
}